{
  "formula": "C36H70ClFIN6O4",
  "method": "ωB97M-V with the def2-TZVPD basis set",
  "elements": ["C", "C", "N", "C", "C", "C", "F", "C", "C", "C", "C", "Cl", "C", "C", "C", "O", "C", "N", "N", "C", "C", "N", "C", "I", "C", "C", "O", "H", "H", "H", "H", "H", "H", "H", "H", "H", "H", "H", "H", "H", "H", "H", "H", "H", "H", "H", "H", "H", "H", "H", "H", "H", "H", "H", "H", "H", "H", "H", "H", "H", "H", "C", "C", "C", "C", "C", "C", "N", "O", "C", "C", "C", "H", "H", "H", "H", "H", "H", "H", "H", "H", "H", "H", "H", "H", "H", "H", "H", "H", "H", "C", "C", "C", "C", "C", "C", "N", "O", "C", "C", "C", "H", "H", "H", "H", "H", "H", "H", "H", "H", "H", "H", "H", "H", "H", "H", "H", "H", "H"],
  "positions_angstrom": [[8.6131, -1.9978, -2.5978], [7.3896, -1.3066, -3.2849], [7.4911, 0.1507, -3.1580], [6.2659, 0.7928, -2.6991], [5.1341, 0.7269, -3.7706], [3.7588, 1.1370, -3.2458], [3.8561, 2.0493, -2.2477], [2.6227, 0.0812, -3.0786], [2.8760, -1.2782, -2.4300], [3.8328, -1.2954, -1.2378], [3.6398, -2.6475, -0.5319], [3.5267, 0.0238, -0.0914], [1.8575, 0.0339, -4.4194], [2.6618, -0.7615, -5.4843], [1.8078, -1.8342, -6.1870], [1.2227, -1.3402, -7.3695], [2.6582, -3.0971, -6.4295], [3.9405, -2.8326, -7.1207], [1.7237, 1.4706, -4.7300], [0.5929, 2.2380, -4.1118], [-0.6932, 1.4207, -3.9833], [-1.1407, 1.0644, -2.8758], [3.1232, 1.9972, -4.4380], [3.2912, 4.1437, -4.2071], [8.0075, 0.7748, -4.3252], [8.9717, 1.9373, -4.1457], [7.7025, 0.4607, -5.4173], [9.1415, -2.5882, -3.3442], [9.3093, -1.2628, -2.2117], [8.2626, -2.6991, -1.8460], [6.5029, -1.7169, -2.8044], [7.3887, -1.6548, -4.3173], [5.9422, 0.4614, -1.7179], [6.4878, 1.8556, -2.5940], [5.4228, 1.4681, -4.5127], [5.1369, -0.2259, -4.2920], [1.9110, 0.5893, -2.4123], [3.2004, -2.0576, -3.1213], [1.9079, -1.6027, -2.0422], [4.8499, -1.3129, -1.6151], [4.0106, -3.3991, -1.2322], [4.2008, -2.7128, 0.3918], [2.5756, -2.8376, -0.4155], [0.9540, -0.5547, -4.2944], [3.1190, -0.0916, -6.2145], [3.4937, -1.2863, -5.0341], [0.9836, -2.1597, -5.5491], [1.8203, -1.4242, -8.1251], [2.0725, -3.8159, -6.9967], [2.9195, -3.5333, -5.4669], [3.8802, -1.9664, -7.6434], [4.6806, -2.7319, -6.4391], [1.6655, 1.5485, -5.7476], [0.3868, 3.0710, -4.7801], [0.8493, 2.6595, -3.1468], [-1.2541, 1.1027, -4.8600], [-0.5704, 1.3764, -2.0854], [3.6101, 1.8911, -5.3959], [9.5086, 2.0446, -5.0790], [9.6166, 1.7659, -3.2908], [8.3610, 2.8347, -4.0256], [-1.5065, -0.6625, 2.9240], [-0.9957, 0.6158, 2.2156], [-1.1498, 1.8483, 3.1178], [-2.5665, 2.4105, 3.1847], [-3.1002, 2.6549, 1.7733], [-3.0424, 1.4000, 0.9017], [-1.6803, 0.7804, 0.8954], [-0.9131, 1.4753, 0.1163], [-4.1056, 0.4089, 1.4100], [-3.4938, 1.7507, -0.5167], [0.4993, 0.3670, 2.0487], [-2.5509, -0.8943, 2.7443], [-0.9544, -1.5401, 2.5812], [-1.3765, -0.5905, 4.0044], [-0.4909, 2.6446, 2.7540], [-0.8038, 1.6091, 4.1250], [-3.2213, 1.7346, 3.7421], [-2.5571, 3.3542, 3.7345], [-4.1295, 3.0145, 1.8322], [-2.5205, 3.4608, 1.3098], [-4.0189, -0.5588, 0.9115], [-5.1079, 0.7891, 1.2108], [-4.0714, 0.2517, 2.4853], [-2.8983, 2.5485, -0.9602], [-4.5264, 2.0977, -0.5035], [-3.4421, 0.8797, -1.1730], [0.6863, -0.4520, 1.3512], [0.9497, 0.0968, 3.0047], [1.0276, 1.2491, 1.6861], [-5.7099, -2.3361, 7.3956], [-5.2262, -1.0425, 6.6971], [-5.4049, 0.1837, 7.6041], [-6.8305, 0.7214, 7.6746], [-7.3684, 0.9610, 6.2654], [-7.2893, -0.2892, 5.3888], [-5.9153, -0.8845, 5.3803], [-5.1682, -0.1672, 4.6114], [-8.3416, -1.3025, 5.8853], [-7.7425, 0.0581, 3.9706], [-3.7200, -1.2616, 6.5389], [-6.7481, -2.5898, 7.2109], [-5.1387, -3.1986, 7.0483], [-5.5830, -2.2690, 8.4769], [-4.7608, 0.9930, 7.2433], [-5.0547, -0.0527, 8.6106], [-7.4728, 0.0333, 8.2302], [-6.8368, 1.6626, 8.2279], [-8.4036, 1.3042, 6.3243], [-6.8013, 1.7775, 5.8058], [-8.2346, -2.2631, 5.3786], [-9.3462, -0.9327, 5.6783], [-8.3128, -1.4708, 6.9598], [-7.1584, 0.8672, 3.5328], [-8.7809, 0.3878, 3.9805], [-7.6740, -0.8103, 3.3122], [-3.5063, -2.0743, 5.8424], [-3.2889, -1.5266, 7.5052], [-3.2019, -0.3686, 6.1886]],
  "lowdin_spin": [0.000, 0.000, 0.000, 0.000, 0.000, 0.000, 0.000, 0.000, 0.000, 0.000, 0.000, 0.000, 0.000, 0.000, 0.000, 0.000, 0.000, 0.000, 0.000, 0.000, 0.000, 0.002, 0.000, 0.000, 0.000, 0.000, 0.000, 0.000, 0.000, 0.000, 0.000, 0.000, 0.000, 0.000, 0.000, 0.000, 0.000, 0.000, 0.000, 0.000, 0.000, 0.000, 0.000, 0.000, 0.000, 0.000, 0.000, 0.000, 0.000, 0.000, 0.000, 0.000, 0.000, 0.000, 0.000, 0.000, 0.000, 0.000, 0.000, 0.000, 0.000, 0.002, 0.028, 0.016, 0.001, 0.016, 0.028, 0.380, 0.517, 0.003, 0.000, -0.001, 0.000, 0.000, 0.000, 0.002, 0.001, 0.000, 0.001, 0.001, 0.003, 0.001, 0.000, 0.000, 0.000, 0.000, 0.000, 0.000, 0.000, 0.000, 0.002, 0.027, 0.016, 0.001, 0.015, 0.027, 0.365, 0.538, 0.002, -0.001, -0.001, 0.000, 0.000, 0.000, 0.002, 0.001, 0.000, 0.001, 0.001, 0.003, 0.001, 0.000, 0.000, 0.000, 0.000, 0.000, 0.000, 0.000, 0.000],
  "energy_ha": -2900.5244,
  "gap_ha": [0.261, 0.293],
  "multiplicity": 3,
  "charge": 1,
  "homo_energy_ev": [-9.9428, -10.8093]
}